The following is a DFT calculation (the ωB97M-V functional and the def2-TZVPD basis) of a structure of composition C30H69ClGaO10P2 at a distorted geometry.

Computed properties:
**Total charge**: -1
**HOMO energy**: -0.162 Ha
**LUMO**: -0.901 eV

```
113
Properties=species:S:1:pos:R:3:mulliken_charge:R:1
Ga -2.3221 4.9342 -2.5860 0.21
Cl -0.9257 2.4596 -0.8808 -0.24
P 4.1485 -5.4866 3.2586 1.00
P -4.8891 -1.3705 2.7648 1.08
O 3.5887 -4.3903 2.1394 -0.31
O -6.2374 -2.1032 2.1219 -0.33
O -5.7101 -0.6256 3.8458 -0.70
O 4.2989 -6.8021 2.2644 -0.25
O 5.6209 -5.0438 3.0755 -0.67
O -4.0006 5.6118 -0.3534 -0.45
O 2.5035 -5.9813 3.4632 -0.41
O -3.9719 -2.2029 1.5570 -0.37
O 5.1904 -2.4817 -1.9832 -0.13
O -4.8125 -0.0607 1.7548 -0.41
C 4.2951 1.7154 -1.3136 -0.45
C 3.5768 -0.5626 -2.4464 -0.49
C -3.7179 4.6521 2.0725 -0.20
C 5.0874 -3.1405 0.7407 -0.85
C -5.0549 -1.7200 -0.6160 -0.83
C -3.3459 4.5617 0.4447 0.44
C 4.7808 0.5696 -2.4035 -0.37
C -8.4547 -1.4756 2.7956 -1.13
C -1.7870 2.8492 -5.1374 -0.90
C 5.9371 -3.5887 -2.6092 -0.74
C -4.2306 5.1203 -1.7510 -0.36
C 1.2978 5.0085 -2.1485 0.36
C 1.4563 -5.7429 2.5304 -0.11
C 1.6185 -6.4590 1.2011 -0.87
C -0.9339 2.4101 -3.7934 -0.06
C 4.1360 -2.0486 -2.9221 -0.58
C -4.5060 -2.7486 0.3569 -0.22
C -1.7764 2.9498 -2.4530 -0.36
C 3.6575 4.2626 -0.9094 -0.50
C -3.8605 0.9427 2.0619 0.08
C -7.3287 -2.4833 2.9456 -0.37
C -2.4614 0.5042 1.6755 -0.94
C 2.8836 5.4053 -1.7959 -0.94
C -3.4896 6.2199 2.5125 -0.85
C -1.1038 6.2768 -1.6148 -0.79
C 0.2960 5.6772 -1.0153 -0.36
C 4.2089 -3.1240 1.9792 -0.51
C 4.4205 3.2227 -1.9583 -0.67
C 3.9688 -8.7031 3.7239 -0.96
C 4.9159 -7.9579 2.8038 -0.38
H 3.0161 -8.9031 3.2242 0.19
H 3.5218 5.5375 -2.7951 0.35
H 5.8355 -3.9374 0.7892 0.28
H 4.9880 1.0680 -3.4464 0.33
H 2.8969 3.7237 -0.1944 0.27
H -3.9083 1.1981 3.1291 0.27
H -7.6738 -3.4645 2.6008 0.32
H 4.5314 4.6972 -0.2227 0.38
H -2.8886 3.9772 2.6000 0.12
H 4.9648 1.6949 -0.3500 0.21
H 5.3474 -4.6075 -2.6117 0.27
H -7.0231 -2.6042 3.9898 0.35
H -8.8060 -1.4485 1.7589 0.29
H 2.9765 6.4192 -1.2058 0.33
H 1.8049 -7.5255 1.3523 0.19
H 3.1448 -0.6077 -1.3358 0.22
H -2.1333 -0.3369 2.2946 0.40
H -5.9603 -1.2402 -0.2312 0.20
H 4.4069 -9.6525 4.0452 0.40
H 0.1341 4.9656 -0.0707 -0.02
H -1.0244 1.2209 -3.7361 0.27
H -4.8233 4.1040 -1.7007 0.17
H 5.1926 -8.6021 1.9638 0.29
H -0.8152 7.1569 -2.3643 0.39
H -8.1209 -0.4614 3.0346 0.28
H 3.1724 1.5710 -0.9930 0.21
H -2.4764 5.4370 -4.1285 -0.51
H -3.6023 3.4590 0.1007 -0.09
H 5.8388 -7.6843 3.3327 0.29
H -4.1339 1.8367 1.4936 -0.11
H 1.1761 3.8435 -2.1959 -0.34
H 3.2522 -2.8468 -2.8460 0.25
H -1.6659 6.8010 -0.7062 0.22
H 6.9143 -3.7431 -1.9777 0.24
H -5.2411 -3.5284 0.5827 0.27
H -9.2957 -1.7301 3.4458 0.38
H 3.8809 3.2930 -2.9978 0.36
H 5.7890 0.1116 -1.9698 0.19
H -5.3148 -2.1973 -1.5666 0.42
H 4.4841 -3.3376 -0.1516 0.20
H 0.7140 -6.3438 0.5950 0.40
H 1.2974 -4.6676 2.3969 0.22
H -4.4945 6.7956 2.2950 0.21
H -2.1716 4.6678 0.3979 -0.36
H -3.1141 6.3326 3.6266 0.31
H -1.7482 1.3231 1.8062 0.33
H 4.5178 -1.9620 -4.0451 0.35
H -3.6717 -3.2628 -0.1346 0.36
H 5.5708 3.4760 -2.0669 0.23
H -1.3114 3.8191 -5.5963 0.20
H 1.0907 5.5158 -3.2057 0.26
H -1.8594 1.9751 -5.9374 0.30
H -2.4310 0.1700 0.6340 0.17
H 0.5424 -6.1198 3.0046 0.36
H 2.4552 -6.0555 0.6224 0.18
H 3.4124 -2.3830 1.8473 0.31
H -2.7925 2.3228 -2.4829 0.39
H -4.7850 4.2391 2.3188 0.27
H 0.1800 2.7670 -3.8082 0.07
H 6.2427 -3.3452 -3.7288 0.28
H 5.6015 -2.1843 0.6139 0.38
H -4.8154 5.9105 -2.4023 0.22
H -2.6469 6.6490 1.8181 0.20
H 0.8978 6.6111 -0.5784 0.36
H -2.9061 3.1229 -4.8530 0.17
H -4.3203 -0.9337 -0.8086 0.13
H 2.7013 -0.2057 -3.1574 0.25
H 3.7473 -8.1094 4.6165 0.29
H 4.7676 -2.8323 2.8742 0.34
```

=====

The following is a DFT calculation (the ωB97M-V functional and the def2-TZVPD basis) of a cluster of 7 separate species, C30H71N3O7 in total at a distorted geometry.

Computed properties:
**HOMO energy**: -0.309 Ha
**LUMO**: 0.312 eV

```
111
Properties=species:S:1:pos:R:3:mulliken_charge:R:1
O 14.0542 6.0575 11.8749 -0.57
O 19.2271 9.5403 10.1551 -0.47
O 12.8205 8.5000 12.2707 -0.71
O 16.4455 5.5595 23.4712 -0.52
O 16.4366 5.4415 13.6676 -0.33
O 10.4909 10.1421 17.2726 -0.51
O 12.2720 9.3441 14.9631 -0.69
N 17.0567 6.6053 22.8097 0.06
N 10.1520 8.7585 17.0270 0.88
N 19.7170 8.2378 10.5836 -0.20
C 20.5356 7.9049 8.3953 -2.09
C 16.0482 7.6477 22.4612 1.73
C 16.1213 5.4108 14.9952 0.60
C 8.7950 8.7049 16.4172 1.65
C 8.9109 9.5400 15.1515 -1.47
C 9.8388 8.2160 19.4422 -1.59
C 8.5123 7.2737 16.0524 -1.74
C 18.9717 7.7998 11.8859 2.08
C 19.7056 7.2864 9.4180 2.14
C 10.0458 6.4428 17.7694 -1.15
C 18.3264 7.0242 8.8264 -1.55
C 17.3089 6.0415 15.7521 -1.33
C 18.2206 7.0407 20.7001 -1.63
C 19.5540 5.4833 11.1118 -0.51
C 8.6270 6.2984 17.2003 -0.45
C 17.0473 4.8802 20.8226 -1.43
C 17.4355 7.8062 11.7891 -1.29
C 7.6451 9.1925 17.3138 -1.46
C 15.8441 8.4391 23.7856 -1.95
C 14.6498 7.1339 21.8703 -1.47
C 10.5446 7.8781 18.1087 1.60
C 17.1676 7.9738 20.1709 -0.09
C 20.3059 5.9726 9.9383 -1.60
C 17.7334 5.9738 21.6272 1.79
C 12.0355 7.9228 18.4425 -2.08
C 14.7764 6.0611 15.2770 -1.07
C 18.9765 5.2522 22.2108 -2.02
C 19.4075 8.7875 12.9111 -2.09
C 16.5580 8.6352 21.4244 -1.28
C 19.4827 6.4365 12.2831 -0.85
H 7.9290 6.4884 18.0421 0.29
H 18.2508 9.3985 10.0568 0.38
H 14.2302 5.7836 16.2876 0.23
H 14.9747 7.1668 15.3181 0.23
H 10.2941 7.5629 20.2316 0.41
H 16.4828 4.2765 21.5129 0.39
H 18.2547 5.5945 15.4640 0.37
H 19.9505 8.5715 7.7676 0.40
H 19.5705 5.8543 22.8859 0.49
H 16.8068 5.5215 24.3614 0.35
H 13.4927 8.5331 12.9676 0.31
H 13.8061 5.3676 11.1689 0.28
H 17.0083 8.1667 12.7520 0.30
H 15.7298 9.4031 21.1597 0.36
H 19.2385 8.4774 13.9220 0.39
H 11.5538 8.7897 15.3345 0.26
H 12.0565 8.7214 12.7826 0.32
H 19.0511 7.6201 21.0740 0.43
H 19.0704 6.0312 13.2464 -0.15
H 10.6941 5.9839 17.0205 0.36
H 13.4517 6.8307 11.7996 0.36
H 7.5163 7.2188 15.6085 0.37
H 6.8410 9.7465 16.6980 0.44
H 21.3465 6.1158 10.1216 0.41
H 18.4748 6.9774 7.7059 0.46
H 17.3028 7.0952 15.5461 0.25
H 17.5528 8.7752 19.5201 0.41
H 15.2113 7.8843 24.4458 0.46
H 18.5415 5.1752 10.8774 0.19
H 14.1418 6.4967 22.5750 0.51
H 9.7764 10.4707 17.8701 0.33
H 20.4631 9.0788 12.8509 0.42
H 12.4308 8.9268 18.6386 0.43
H 21.2599 8.5735 8.8118 0.48
H 16.3542 5.3236 20.0344 0.07
H 16.7491 8.8080 24.2678 0.41
H 14.0000 8.0186 21.6347 0.39
H 12.7033 7.6282 17.6705 0.19
H 20.9831 7.1384 7.7626 0.45
H 17.5709 7.8047 8.9471 0.22
H 8.8033 10.5938 15.3614 0.40
H 17.8973 6.0567 9.1250 0.31
H 19.8709 4.5700 11.5864 0.47
H 8.1759 9.3126 14.3642 0.42
H 7.9591 10.0039 17.9608 0.21
H 18.8438 9.7075 12.8493 0.45
H 17.9072 4.2948 20.4064 0.51
H 12.2315 7.2772 19.2831 0.49
H 15.2242 9.3451 23.6805 0.38
H 10.1177 5.8218 18.6872 0.40
H 7.1524 8.3570 17.8171 0.33
H 17.1702 5.8260 16.8094 0.31
H 20.2035 5.2451 9.1432 0.39
H 11.9824 10.2451 15.3159 0.30
H 17.1046 8.6545 11.0908 0.31
H 8.4188 5.3081 16.7235 0.35
H 18.6811 6.5907 19.8406 0.45
H 19.7429 4.9430 21.4638 0.40
H 17.4195 9.1775 21.8568 0.35
H 9.8761 9.4425 14.7560 -0.01
H 9.9412 9.2965 19.6941 0.29
H 16.1208 4.3686 15.3672 0.13
H 14.6934 6.5380 20.9435 0.18
H 16.4023 7.3242 19.6244 -0.08
H 15.6994 5.3584 13.0682 0.19
H 9.1936 6.9861 15.2763 0.45
H 18.6976 4.3909 22.8254 0.39
H 16.9425 6.9103 11.4124 0.10
H 8.7616 7.9847 19.4557 0.33
H 14.0573 5.8881 14.4848 0.41
H 20.5546 6.5881 12.5153 0.44
```

=====

The following is a DFT calculation (the ωB97M-V functional and the def2-TZVPD basis) of a cluster of 6 separate species, C30H72N4O2 in total at a distorted geometry.

Computed properties:
**HOMO energy**: -0.309 Ha
**LUMO**: 0.553 eV

```
108
Properties=species:S:1:pos:R:3:mulliken_charge:R:1
O -6.8417 4.0643 0.7310 -0.58
O 2.7416 2.8834 4.1639 -0.61
N -0.4207 4.1250 -4.0372 0.43
N -0.8139 0.4987 0.6659 0.96
N 5.6888 -1.4210 -1.4686 -0.12
N -2.9763 -6.2074 3.5049 0.20
C -0.3169 -0.3099 -0.4415 -0.73
C 2.2301 1.0351 2.6584 -0.44
C 0.4405 5.1497 -3.4113 -0.37
C 7.9287 -1.3186 -0.1483 -1.39
C -3.7010 -5.5845 2.3892 -0.94
C 4.7654 -0.6167 -2.3326 -0.27
C 6.8979 -0.6463 -1.1574 -0.37
C -1.8250 4.4360 -3.9852 -0.51
C -4.4199 4.1857 0.7433 -0.49
C -4.6331 -6.0804 5.2678 -1.29
C 5.0464 -1.9661 -0.2540 -0.13
C 2.5962 2.5038 2.9684 0.61
C -3.8238 -7.0409 4.3903 -0.59
C -1.1780 2.9083 1.3414 -1.12
C -5.7470 2.0904 1.5243 -0.89
C -1.4027 1.8016 0.2562 -0.19
C 0.2943 5.0981 -1.9530 -1.34
C -5.7441 3.5601 1.0157 0.51
C 0.0384 3.8275 -5.3786 -0.63
C -2.3371 5.7241 -4.7021 -1.16
C 2.7412 3.5040 1.8181 -0.40
C 5.3821 0.2345 -3.5582 -1.33
C -2.0742 -8.3598 2.3347 -0.99
C -1.0553 -1.5557 2.0726 -1.29
C 0.7360 0.2470 -1.3003 -1.12
C 1.4056 3.1266 -5.5182 -1.25
C -3.4422 -4.0512 2.5103 -0.79
C -1.6522 -0.2400 1.5765 -0.55
C -1.8168 -6.9991 3.0609 -0.74
C 3.9468 -2.9880 -0.6635 -1.28
H -2.6626 -8.1191 1.4493 0.27
H -1.4437 2.6610 2.3692 0.43
H 4.4627 0.6006 -4.0151 0.34
H 2.5211 4.5244 2.1320 0.27
H 0.4107 4.1091 -1.5099 0.17
H -5.9127 1.4224 0.6791 0.26
H 3.7392 3.4173 1.3886 0.36
H -1.1613 -8.8392 1.9814 0.39
H -3.7597 3.4838 0.2338 -0.09
H -4.1221 -5.1802 5.6090 0.32
H -3.9700 -3.5964 1.6720 0.38
H -1.7824 0.4945 2.3713 0.30
H 3.1205 0.5081 2.3157 0.27
H 3.2928 -3.2945 0.1528 0.40
H -6.5122 2.1425 2.2989 0.36
H -2.3642 -3.9769 2.3679 -0.02
H 4.5673 -1.2328 0.3947 0.12
H -5.5200 -5.7232 4.7444 0.29
H 1.2032 -0.6549 -1.6959 0.35
H -2.6709 -0.3116 1.1953 0.38
H 1.4918 4.8950 -3.5454 0.27
H 0.4722 0.9496 -2.0907 0.31
H -1.1215 -2.2114 1.2044 0.47
H 1.9387 3.2141 1.1398 -0.23
H -2.1496 4.3648 -2.9471 0.07
H -4.4400 -7.6807 3.7587 0.37
H -3.1624 -7.6348 5.0212 0.46
H 1.9843 0.5254 3.5900 0.36
H 7.3285 -0.3237 -2.1054 0.45
H -3.9399 4.4291 1.6912 0.33
H -1.4578 3.9337 1.1000 0.38
H -4.7533 -5.8504 2.4899 0.46
H -0.0267 4.6815 -6.0529 0.32
H 1.5403 2.9829 -6.5903 0.41
H 5.6823 -2.6752 0.2759 0.37
H 4.3353 -3.9576 -0.9752 0.34
H -1.9766 6.6146 -4.1872 0.28
H -1.1410 -7.1790 3.8969 0.43
H -0.9520 2.0933 -0.6925 -0.02
H -0.0672 -1.3016 2.4561 0.00
H -5.0272 -6.4843 6.2004 0.40
H -0.6762 5.4004 -1.5593 0.30
H -3.4464 -5.9357 1.3892 0.44
H 5.7947 -0.2738 -4.4296 0.33
H 3.3097 -2.5988 -1.4577 0.26
H -4.9090 1.8597 2.1821 0.27
H 8.2031 -2.3129 -0.5008 0.37
H 6.0639 1.0482 -3.3108 0.39
H 0.0524 -1.2558 -0.0452 0.56
H -2.6266 -9.0991 2.9147 0.27
H 0.9709 5.7856 -1.4454 0.50
H 4.2855 0.0475 -1.6138 0.34
H 1.3884 2.1813 -4.9757 0.22
H -1.2558 -6.2905 2.4516 0.31
H 8.9106 -0.8470 -0.1084 0.41
H -1.7241 -1.9262 2.8495 0.39
H 0.1543 6.1009 -3.8601 0.34
H 3.9848 -1.2840 -2.6978 0.21
H -3.8177 -3.6541 3.4534 0.32
H -0.1118 3.0033 1.5469 -0.11
H 7.5594 -1.3990 0.8740 0.31
H -0.6748 3.1058 -5.7768 0.39
H -3.4141 5.7079 -4.8692 0.43
H -1.1810 -0.5182 -1.0724 0.27
H -2.4552 1.5753 0.0862 0.20
H -2.3812 3.6130 -4.4339 0.48
H 2.2470 3.6413 -5.0545 0.35
H -2.1098 5.8055 -5.7650 0.28
H -4.5100 5.1361 0.2173 0.38
H 6.7419 0.2950 -0.6303 0.27
H 1.4793 0.9120 1.8779 -0.24
H 1.4959 0.7379 -0.6922 0.18
```

=====

The following is a DFT calculation (the ωB97M-V functional and the def2-TZVPD basis) of a cluster of 8 separate species, C30H74N2O8 in total at a distorted geometry.

Computed properties:
**HOMO energy**: -0.302 Ha
**LUMO**: 0.183 eV

```
114
Properties=species:S:1:pos:R:3:mulliken_charge:R:1
O 4.6070 6.1746 -5.4790 -0.57
O 3.5486 12.7528 -5.2237 1.07
O 3.6543 17.3876 -7.7254 -0.65
O 1.3663 12.0981 -12.8615 -0.51
O 2.0515 15.1310 -4.0164 -0.28
O 3.2045 8.9793 -2.2105 -0.64
O 4.8095 10.7180 -3.8234 -0.41
O 4.7035 15.0597 -6.3853 -0.50
N 2.3049 15.6917 -2.7285 0.01
N 0.3612 12.8067 -12.1536 0.25
C -0.5137 11.8775 -11.4222 1.87
C 3.5902 16.3639 -2.6833 2.29
C 2.0839 13.8295 -10.6586 -1.53
C 1.3110 14.9419 -12.7615 -2.03
C -0.9655 13.8866 -9.8648 0.34
C 4.8513 15.5233 -2.9221 -1.28
C 2.0171 15.4207 -0.3253 -1.25
C 1.8793 14.7565 -1.7051 1.94
C 0.3160 10.9336 -10.5502 -1.52
C 0.3900 14.4717 -1.8777 -2.14
C 3.6866 17.0238 -1.2985 -1.50
C 0.8982 14.0503 -11.6126 1.79
C 1.9316 9.6015 -2.4344 0.67
C 3.3689 16.0829 -0.1323 -0.69
C 5.2998 14.6219 -7.6130 0.20
C -1.2982 11.0911 -12.4580 -2.12
C 4.1342 8.1479 -6.7545 -0.72
C 2.6552 13.4260 -1.6642 -1.11
C -0.2185 14.7549 -10.8368 -1.48
C 5.9913 11.1695 -3.1392 -0.04
C -1.5102 12.6665 -10.5875 -1.54
C 2.3758 17.7722 -7.2636 -0.11
C 3.5812 17.5215 -3.6928 -1.92
C 6.4388 13.6629 -7.3772 -1.26
C 2.8613 12.0267 -6.2504 -0.28
C 4.0054 7.4761 -5.4150 0.49
C 7.0950 11.3319 -4.1698 -1.13
C 1.7816 12.9270 -6.8096 0.05
C 1.3226 16.6639 -7.4134 -0.19
C 1.1433 8.9427 -3.5629 -1.17
H 4.5096 14.1671 -8.2236 -0.13
H 4.7180 14.6582 -3.5844 -0.14
H 2.9803 7.3214 -5.0686 0.03
H 8.0351 11.6238 -3.7013 0.42
H 5.1477 8.1189 -7.1404 0.34
H 0.9162 11.4732 -9.8204 0.17
H 3.8130 17.1843 -4.7046 0.10
H 2.2105 13.8566 -7.1864 -0.48
H 3.3937 16.6888 0.7795 0.40
H 1.3610 12.4561 -7.7067 0.20
H 2.1373 10.6389 -2.6882 -0.48
H 0.9534 10.3290 -11.1938 0.35
H 3.9302 16.6061 -7.2275 0.37
H 4.0126 12.0949 -4.6781 -0.49
H 5.7832 12.1348 -2.6667 0.04
H 7.1301 13.6064 -8.2217 0.48
H -0.9178 15.1994 -11.5594 0.46
H 3.5095 13.4718 -0.9858 0.15
H 5.2400 15.1465 -1.9721 0.35
H 1.0577 12.1278 -13.7724 0.36
H 6.0836 12.6378 -7.2242 0.21
H 4.2111 14.3271 -5.9896 -0.03
H 2.7733 14.6753 -10.6375 0.46
H 0.1959 15.6521 -10.3632 0.32
H 2.7167 13.0271 -11.0642 0.46
H 1.5387 9.2700 -4.5266 0.15
H 2.9866 17.8635 -1.2761 0.45
H -1.9081 11.9524 -9.8519 0.52
H 2.0170 14.4415 -13.4263 0.44
H 4.4996 5.7425 -4.6273 0.30
H 0.0007 13.9486 -1.0030 0.46
H 1.4438 15.9109 -6.6317 -0.13
H 2.4229 11.1032 -5.8590 -0.01
H 7.2581 10.3780 -4.6730 0.34
H 4.4886 8.1036 -4.6533 -0.02
H 7.0180 13.9277 -6.4919 0.23
H 2.4197 18.0692 -6.2098 -0.04
H 0.9631 13.0675 -6.1083 0.22
H 3.5764 11.7445 -7.0315 0.24
H 4.1760 15.3556 0.0094 0.33
H 1.1455 7.8536 -3.5336 0.33
H 3.0675 13.1870 -2.6476 -0.16
H 1.2465 16.1818 -0.1734 0.42
H 1.8106 15.8576 -12.4300 0.37
H -0.1549 15.3955 -2.0588 0.46
H 2.0681 18.6378 -7.8504 0.42
H -0.3306 13.5664 -9.0335 -0.38
H 6.8073 12.0887 -4.8980 0.00
H 0.1064 9.2817 -3.5109 0.41
H 5.6197 15.5162 -8.1464 0.52
H 0.4544 15.2861 -13.3452 0.45
H -2.0484 10.4684 -11.9566 0.39
H 3.7912 9.1820 -6.6811 -0.07
H 2.6871 14.4037 -4.1159 -0.07
H -2.4167 12.9137 -11.1495 0.38
H 4.3033 10.1346 -3.2436 0.06
H 3.0477 8.0710 -1.9387 0.31
H 4.6886 17.4103 -1.0974 0.37
H 6.2645 10.4327 -2.3828 0.48
H 1.8043 13.4769 -9.6699 -0.07
H 5.6600 16.0483 -3.4330 0.43
H 1.3319 9.5557 -1.5206 0.42
H 0.2226 13.7872 -2.7162 0.26
H -1.7802 14.4693 -9.4324 0.44
H -0.6780 10.3708 -12.9947 0.42
H -0.3144 10.2267 -9.9999 0.46
H -1.8062 11.7861 -13.1228 0.49
H 1.8709 14.6570 0.4427 0.37
H 2.5997 17.9994 -3.7444 0.52
H 4.2989 18.2792 -3.3779 0.40
H 0.3247 17.0991 -7.3815 0.56
H 3.4308 7.6805 -7.4506 0.37
H 1.4881 16.1464 -8.3633 -0.20
H 2.0141 12.6058 -1.3414 0.63
```